Record 1
{
  "formula": "C4H6N2O3S3SbZr",
  "method": "the ωB97M-V functional and the def2-TZVPD basis",
  "species": ["Zr", "N", "C", "C", "O", "N", "C", "C", "O", "O", "H", "H", "H", "H", "H", "H", "S", "Sb", "S", "S"],
  "xyz": [[0.4382, 1.0051, -0.6868], [-1.0499, 0.7882, 1.1129], [-1.4794, -0.5924, 1.4217], [-0.5543, -1.6056, 0.7740], [-0.5430, -2.7600, 1.1538], [0.1789, -1.0748, -0.2425], [0.9822, -2.0311, -0.9952], [1.7281, -1.2761, -2.0803], [2.5063, -1.7863, -2.8295], [1.4228, 0.0345, -2.1011], [-0.5141, 1.1762, 1.8870], [-1.8368, 1.4225, 1.0129], [-2.4771, -0.7552, 1.0140], [-1.5246, -0.7744, 2.4935], [0.3638, -2.8032, -1.4593], [1.7026, -2.5563, -0.3659], [-1.2299, 4.1167, 1.2392], [0.6740, 4.2080, -0.2362], [2.0192, 2.3459, 0.5658], [-0.8069, 2.9183, -1.6781]],
  "lowdin_spin": [0.0102, 0.0012, -0.0001, 0.0000, 0.0000, 0.0001, 0.0001, 0.0002, 0.0004, 0.0037, -0.0006, 0.0032, 0.0000, 0.0000, 0.0000, 0.0000, 0.8317, -0.0011, -0.0060, 0.1570],
  "lumo_ha": [-0.0208, -0.1098],
  "energy_ha": -1973.335469,
  "multiplicity": 2,
  "s_squared": 0.756
}



Record 2
{
  "formula": "C2H3CdO2",
  "method": "the ωB97M-V functional and the def2-TZVPD basis",
  "species": ["C", "O", "H", "H", "C", "O", "Cd", "H"],
  "xyz": [[-0.8625, -1.8004, 0.0700], [-1.6873, -2.1764, 0.8205], [0.2874, -1.0468, 0.3829], [-0.6782, -0.5056, -0.5298], [0.6343, 0.7373, -0.2127], [0.3121, 1.8980, -0.7034], [0.6391, 2.7010, 1.0375], [1.3552, 0.1929, -0.8649]],
  "nbo_charge": [0.3457, -0.3635, 0.2138, 0.0827, -0.1596, -0.8095, 1.5246, 0.1659],
  "lumo_ha": [-0.3012, -0.3034],
  "charge": 1,
  "energy_ha": -395.558568
}



Record 3
{
  "formula": "C17H20N4O6",
  "method": "the ωB97M-V functional and the def2-TZVPD basis",
  "species": ["C", "C", "O", "C", "C", "N", "C", "C", "C", "H", "H", "H", "C", "O", "O", "C", "C", "O", "C", "C", "N", "H", "H", "N", "C", "O", "N", "C", "O", "C", "H", "H", "H", "C", "H", "H", "H", "H", "H", "H", "C", "H", "H", "H", "H", "H", "H"],
  "xyz": [[2.0433, 2.2202, -2.6695], [1.9703, 0.7083, -2.4668], [2.0323, -0.1141, -3.4863], [1.8710, 0.2696, -1.1617], [1.9928, 1.0876, 0.0588], [1.8397, 0.1504, 1.0366], [1.4890, -1.0174, 0.5640], [1.3272, -1.0023, -0.9976], [1.0046, -2.0565, -1.9799], [1.9123, -2.6291, -2.1090], [0.3942, -2.9204, -1.5799], [0.6436, -1.6501, -2.9739], [0.4661, -1.8985, 1.3310], [0.0215, -3.1416, 0.8236], [0.3944, -1.6223, 2.5074], [-0.4933, -2.1686, 3.2966], [-1.8625, -1.9394, 2.5295], [-2.6295, -2.8832, 2.3632], [-1.9929, -0.9583, 1.5316], [-2.1952, -1.0115, 0.2438], [-3.0605, -1.9593, -0.2534], [-2.8330, -2.3403, -1.2063], [-3.0747, -2.8496, 0.4835], [-1.8141, -0.0365, -0.6534], [-1.5630, 1.1458, -0.5141], [-1.1123, 1.9895, -1.0847], [-1.1852, 1.5338, 1.1504], [-1.3421, 0.2471, 1.9408], [-0.8237, 0.6799, 3.1827], [-0.6542, 2.6713, 1.5830], [0.2043, 2.4715, 1.9610], [-0.6465, 3.3953, 0.5703], [-1.4240, 3.0494, 2.1958], [-2.3008, -0.0264, -2.0323], [-1.7431, -0.9471, -2.4591], [-1.9220, 0.5445, -2.6598], [-3.5212, -0.2198, -2.3030], [-0.2878, -3.3465, 3.6228], [-0.6949, -1.6254, 4.1430], [1.9365, 0.1734, 1.8887], [2.7967, 2.2157, 0.5193], [2.3297, 2.9737, 0.0059], [3.7540, 2.4454, -0.1778], [2.9122, 2.4556, 1.4774], [1.1207, 2.6746, -2.3845], [2.7838, 2.7221, -2.1883], [1.9366, 2.5395, -3.6691]],
  "nbo_charge": [-0.7206, 0.5674, -0.5958, -0.2856, 0.2289, -0.4268, -0.0023, 0.1187, -0.6977, 0.2599, 0.2577, 0.2583, 0.7568, -0.7217, -0.4627, -0.1294, 0.5829, -0.5435, -0.4239, 0.5321, -0.7787, 0.3975, 0.4616, -0.4577, 0.8831, -0.5310, -0.4893, 0.6319, -0.7476, -0.3835, 0.1913, 0.2010, 0.2110, -0.4133, 0.2167, 0.2229, 0.2340, 0.2301, 0.2336, 0.3957, -0.6636, 0.2407, 0.2292, 0.2326, 0.2433, 0.2161, 0.2394],
  "lumo_ha": -0.0065,
  "energy_ha": -1329.761855,
  "smiles": "CC(=O)c1c(C)[nH]c(C(=O)OCC(=O)c2c(N)n(C)c(=O)n(C)c2=O)c1C"
}



Record 4
{
  "formula": "C3H11N4",
  "method": "the ωB97M-V functional and the def2-TZVPD basis",
  "species": ["C", "C", "C", "N", "N", "N", "N", "H", "H", "H", "H", "H", "H", "H", "H", "H", "H", "H"],
  "xyz": [[-1.8160, 0.6582, -0.1211], [0.8143, 1.4581, -0.1540], [-0.7952, -0.3929, 0.4506], [2.7713, -0.2675, -0.0622], [1.5759, -0.6361, 0.0409], [0.5594, 0.1021, 0.0027], [-0.9205, -1.6954, -0.1429], [-1.7211, 0.7027, -1.1974], [-2.7652, 0.2036, 0.1581], [-1.6108, 1.6004, 0.3744], [0.4263, 1.6004, -1.0670], [0.2974, 2.0694, 0.5856], [1.8716, 1.7871, -0.0803], [-0.6074, -0.5582, 1.5049], [3.4161, -1.0492, 0.0925], [-1.3761, -1.6539, -0.9909], [-1.4161, -2.3615, 0.5162], [1.2962, -1.5673, 0.0898]],
  "nbo_charge": [-0.6289, -0.4695, 0.1215, -0.3734, 0.0701, -0.1265, -0.8527, 0.2300, 0.2481, 0.2354, 0.2289, 0.2333, 0.2795, 0.2187, 0.3766, 0.3821, 0.4049, 0.4219],
  "lumo_ha": -0.1618,
  "charge": 1,
  "energy_ha": -339.569128,
  "smiles": "[H]/N=[NH+]/N(C)[C@@H](C)N"
}



Record order is preserved below.
Relative energy (zero: lowest compared OMol25 entry of this formula, charge and spin): 0.0000, 7.1869, 15.7499, 4.0964 eV